# 1
Entry from the OMol25 dataset: a structure of composition C2H5N at a distorted geometry (ωB97M-V/def2-TZVPD).

The energy is -3632.1881 eV. Its expectation value of S² is 0.762. As for the LUMO energy (alpha / beta): -0.26164 / -0.29520 Eh. As for the total charge: +1. The energy above the lowest of the compared OMol25 structures with the same formula, charge and spin comes out at 2.370 eV. The multiplicity is 2.

```
8
C2H5N (ωB97M-V/def2-TZVPD)
C 0.6983 -0.0882 0.8309
C -0.0394 0.2054 -0.4770
N -0.8313 -0.6691 -1.1388
H 1.2199 -0.1657 -0.3166
H 0.8246 0.8152 1.4484
H 0.1836 -0.8203 1.4088
H -0.2495 1.2265 -0.6289
H -1.8061 -0.5037 -1.1268
```


# 2
Entry from the OMol25 dataset: the molecule C2HF3N2 at a distorted geometry (ωB97M-V/def2-TZVPD).

The energy is -13216.1928 eV. Its expectation value of S² is 2.014. As for the LUMO energy (alpha / beta): 0.02942 / -0.15235 Eh. As for the total charge: 0. The energy above the lowest of the compared OMol25 structures with the same formula, charge and spin comes out at 0.159 eV. The multiplicity is 3.

```
8
C2HF3N2 (ωB97M-V/def2-TZVPD)
C 0.7721 -0.7752 1.1573
C -1.1187 -1.0784 -0.7511
N -0.3474 -1.3384 0.4892
N 1.7006 -0.5734 1.8118
F -1.5980 0.1473 -0.8949
F -0.3957 -1.3757 -1.8270
F -2.0763 -1.9974 -0.6810
H -0.6772 -2.2209 0.8452
```


# 3
Entry from the OMol25 dataset: a structure of composition C19H35NO2P2Ti at a distorted geometry (ωB97M-V/def2-TZVPD).

The energy is -67538.8171 eV. Its expectation value of S² is 2.006. As for the LUMO energy (alpha / beta): 0.00218 / -0.00998 Eh. As for the total charge: 0. The energy above the lowest of the compared OMol25 structures with the same formula, charge and spin comes out at 0.303 eV. The multiplicity is 3.

```
60
C19H35NO2P2Ti (ωB97M-V/def2-TZVPD)
P -0.6984 -1.9509 -1.6861
P 0.1042 1.5128 -0.8821
C -1.0444 -0.3393 -2.4779
C 0.2123 0.5076 -2.4048
H -1.8940 0.1275 -1.9428
H -1.3046 -0.5135 -3.5305
H 1.1338 -0.1175 -2.5257
H 0.2547 1.2759 -3.1951
C -1.4750 2.2628 -0.5397
H -1.4298 2.8348 0.3821
H -2.3939 1.5991 -0.5551
H -1.5965 2.9640 -1.3871
C 1.0923 2.8991 -1.4837
H 0.6499 3.1804 -2.4409
H 2.1385 2.6513 -1.6614
H 1.0301 3.7145 -0.7650
C -2.2265 -2.8070 -1.2720
H -1.9649 -3.6228 -0.5849
H -2.6484 -3.2582 -2.1836
H -2.9475 -2.1194 -0.8027
C -0.3212 -2.8139 -3.2689
H 0.5449 -2.4361 -3.8285
H -1.2168 -2.6954 -3.8917
H -0.1746 -3.8821 -3.0902
Ti -2.2490 0.3311 1.1615
C 2.6719 0.6012 -0.4825
C 1.4580 0.7787 0.2089
C 0.5446 -0.4568 0.6311
C 1.1697 -1.9048 0.3968
C 1.4847 -2.4105 -1.1180
C 2.3813 -1.9190 -2.0392
C 3.6517 -1.2609 -1.6855
C 3.5265 -0.5444 -0.3531
C -1.9026 -1.3154 2.4862
H 3.1620 1.5060 -0.8193
H 1.4337 1.4990 1.0852
H -0.4950 -0.5561 0.0465
H 0.2560 -0.2951 1.6967
H 1.9780 -2.1595 1.0686
H 0.3915 -2.6068 0.7397
H 1.3327 -3.5252 -1.1257
H 2.2878 -2.1466 -3.1637
H 3.9358 -0.5504 -2.4738
H 4.4528 -2.0042 -1.5495
H 3.1924 -1.2699 0.3883
H 4.5142 -0.2185 -0.0368
H -1.3088 -0.7372 3.2215
H -1.2332 -2.1303 2.1549
H -2.6759 -1.7085 3.1668
O 0.6415 2.7467 2.5565
C -0.4357 2.4681 3.0721
C -1.0539 2.9780 4.3760
C -2.3920 2.2499 4.5056
C -2.5639 1.6428 3.1683
O -3.5171 1.0826 2.5413
N -1.4021 1.6234 2.4736
H -0.3756 2.8346 5.2315
H -1.2014 4.0673 4.3599
H -2.3228 1.4164 5.2342
H -3.1620 2.9204 4.8937
```


# 4
Entry from the OMol25 dataset: the molecule C4H12N2 at a distorted geometry (ωB97M-V/def2-TZVPD).

The energy is -7320.3591 eV. As for the LUMO energy: 0.03707 Eh. As for the total charge: 0. The energy above the lowest of the compared OMol25 structures with the same formula, charge and spin comes out at 2.670 eV. Its structure (SMILES) is NCCCCN.

```
18
C4H12N2 (ωB97M-V/def2-TZVPD)
C -0.9557 0.1147 -0.4818
C 0.2959 0.6738 -1.1555
C 1.4972 0.0627 -0.3618
N 1.6377 -1.3570 -0.9353
C -1.2258 0.5264 1.0413
N -1.5080 -0.5636 1.9659
H -0.8164 -0.9425 -0.4196
H -1.7747 0.1547 -1.1764
H 0.4446 1.7464 -0.9310
H 0.3288 0.5215 -2.2831
H 1.4239 0.1916 0.7355
H 2.4746 0.7208 -0.6751
H 0.9756 -1.9827 -0.4996
H 1.5702 -1.1173 -2.0513
H -0.3649 1.3504 1.3264
H -2.0211 1.3325 1.0983
H -0.7542 -1.2893 1.8106
H -1.2277 -0.1431 2.9924
```